1.
{
  "formula": "C7H6BrFO3Pd",
  "method": "ωB97M-V/def2-TZVPD",
  "symbols": ["Pd", "Br", "O", "C", "O", "O", "H", "F", "C", "C", "C", "C", "C", "C", "H", "H", "H", "H", "H"],
  "xyz": [[2.554, 0.631, -4.808], [1.559, 1.896, -2.676], [2.832, 1.394, 0.447], [2.286, 2.425, 1.072], [2.127, 3.525, 0.502], [2.090, 2.339, 2.329], [2.606, 1.595, -0.464], [-2.554, -1.239, -2.091], [-1.955, -1.217, -0.896], [-0.883, -0.336, -0.742], [-0.341, -0.231, 0.532], [-0.773, -1.042, 1.607], [-1.626, -2.100, 1.290], [-2.433, -2.025, 0.123], [-0.579, 0.427, -1.444], [0.370, 0.576, 0.628], [-0.228, -0.994, 2.538], [-1.839, -2.859, 2.028], [-3.214, -2.764, 0.025]],
  "mulliken_spin": [0.87, 0.14, 0.00, -0.07, 0.42, 0.65, 0.01, 0.00, 0.00, 0.00, 0.00, 0.00, 0.00, 0.00, 0.00, 0.00, 0.00, 0.00, 0.00],
  "molar_mass_g_mol": 343.4,
  "energy_ev": -89735.2101,
  "multiplicity": 3,
  "s2": 2.010
}

***

2.
{
  "formula": "C5H11NO",
  "method": "ωB97M-V/def2-TZVPD",
  "symbols": ["C", "N", "C", "C", "C", "C", "H", "H", "H", "H", "H", "H", "H", "H", "H", "H", "H", "O"],
  "xyz": [[1.219, -1.668, 1.366], [1.103, -0.717, -1.535], [-0.016, -1.113, -0.761], [0.010, -1.374, 0.546], [-1.972, -2.300, -1.650], [-1.272, -1.183, -1.560], [2.165, -1.822, 0.853], [1.115, -2.529, 2.031], [1.332, -0.856, 2.091], [1.889, -1.331, -1.439], [0.856, -0.596, -2.506], [-0.934, -1.364, 1.051], [-1.818, -3.083, -0.906], [-2.826, -2.573, -2.262], [-1.464, -0.274, -2.132], [1.233, 6.827, 2.436], [0.389, 5.864, 3.326], [0.339, 6.533, 2.639]],
  "nbo_charge": [-0.64, -0.82, 0.13, -0.26, -0.37, -0.22, 0.21, 0.22, 0.21, 0.38, 0.37, 0.20, 0.20, 0.20, 0.20, 0.47, 0.47, -0.94],
  "molar_mass_g_mol": 101.1,
  "relative_energy_ev": 2.3215
}

***

3.
{
  "formula": "C5H7NO",
  "method": "ωB97M-V/def2-TZVPD",
  "symbols": ["O", "C", "C", "C", "C", "C", "N", "H", "H", "H", "H", "H", "H", "H"],
  "xyz": [[-0.164, -2.255, -0.211], [-0.635, -1.448, -0.985], [-0.208, -0.043, -1.210], [-0.439, 1.019, -0.191], [-0.213, 0.545, 1.238], [1.189, 0.122, 0.751], [0.936, 0.664, -0.631], [-1.512, -1.725, -1.607], [-0.393, 0.267, -2.242], [-0.911, 1.958, -0.467], [-0.880, -0.231, 1.627], [-0.187, 1.376, 1.947], [1.416, -0.942, 0.772], [2.001, 0.693, 1.209]],
  "nbo_charge": [-0.53, 0.42, -0.23, -0.05, -0.44, -0.24, -0.35, 0.11, 0.23, 0.21, 0.22, 0.22, 0.22, 0.20],
  "molar_mass_g_mol": 97.1,
  "relative_energy_ev": 2.7153
}

***

4.
{
  "formula": "C4H10FN",
  "method": "ωB97M-V/def2-TZVPD",
  "symbols": ["C", "C", "C", "C", "H", "H", "H", "H", "H", "H", "H", "H", "H", "H", "N", "F"],
  "xyz": [[0.795, 0.869, -1.047], [0.886, 0.388, 0.500], [0.335, -1.066, 0.468], [-1.209, -1.316, 0.526], [-0.168, 2.572, -0.635], [-1.335, 1.014, -0.383], [0.993, -0.138, -1.636], [1.737, 1.459, -1.241], [0.104, 1.052, 1.210], [1.913, 0.569, 1.284], [0.662, -1.517, -0.525], [0.937, -1.643, 1.147], [-1.505, -2.286, 1.120], [-1.875, -0.712, 1.076], [-0.408, 1.657, -1.231], [-1.862, -0.902, -0.633]],
  "nbo_charge": [-0.25, -0.43, -0.49, 0.02, 0.35, 0.34, 0.19, 0.20, 0.20, 0.22, 0.21, 0.23, 0.18, 0.18, -0.79, -0.37],
  "molar_mass_g_mol": 91.1,
  "relative_energy_ev": 4.9173
}